(1)
Here is the molecule C19H31N3O3S at a distorted geometry from OMol25. Energies are from ωB97M-V with the def2-TZVPD basis set.

Values from the calculation:
- Net charge: 0
- Max |F|: 1.1 eV Å⁻¹
- HOMO: -0.3051 Eh
- LUMO: 0.7 eV
- Gap between HOMO and LUMO: 9.02 eV
- ΔE to the lowest compared entry with this formula, charge and spin: 63.6 kJ/mol

The geometry in XYZ format:
```
57
Properties=species:S:1:pos:R:3:forces:R:3
C -6.74520 -0.52483 -0.03339 -0.0061 -0.0692 -0.1944
C -5.74047 -1.34956 -0.82854 -0.1871 0.1844 0.0814
C -4.38636 -1.39400 -0.14325 0.2368 0.6059 -0.2904
S -3.56791 0.22630 -0.29082 0.2526 -0.8090 0.1955
O -4.10888 1.13260 0.68731 0.0377 -0.1290 0.2243
O -3.61770 0.63356 -1.66620 0.1560 -0.1412 -0.2588
N -1.98413 -0.21071 0.06790 -0.9864 0.1061 -0.3675
C -0.96955 0.38278 -0.77610 0.1470 0.4135 -0.5768
C -0.70627 1.83821 -0.39325 0.0941 -0.1564 0.0113
C -0.26723 1.92424 1.07465 -0.1700 -0.0588 0.1617
C 1.10683 1.28342 1.28592 -0.3159 0.5478 -0.1155
O 1.28804 0.26203 1.91679 -0.0079 -0.2828 0.2468
N 2.12226 1.96769 0.71176 0.3571 0.2065 -0.2278
C 3.50106 1.56159 0.86138 0.3065 -0.1024 -0.0642
C 4.32485 1.66742 -0.43754 -0.1175 0.0022 0.2950
N 3.99903 0.81716 -1.55337 -0.0616 -0.0163 -0.0466
C 2.74766 1.10766 -2.21023 0.0310 -0.0768 -0.0332
C 4.31002 -0.59751 -1.42636 0.0339 0.0804 -0.1141
C 3.38841 -1.42218 -0.55467 0.1010 -0.0274 0.0114
C 2.14306 -1.82674 -1.01955 0.0415 0.0133 0.0037
C 1.27681 -2.53051 -0.20004 -0.0852 -0.0590 -0.0105
C 1.65171 -2.85535 1.09115 -0.0350 -0.0686 0.0291
C 2.90403 -2.49083 1.55260 0.0476 -0.0340 0.0711
C 3.76395 -1.78078 0.73498 -0.0161 -0.1250 -0.0935
C -1.32740 1.25813 1.95749 0.1835 -0.0765 0.0023
C -1.64271 -0.15922 1.47578 -0.0717 0.0219 0.6857
H -6.34901 0.47094 0.14296 -0.1351 0.1050 0.0656
H -7.68234 -0.43991 -0.57772 -0.1106 0.0263 0.0060
H -6.94632 -0.99133 0.92898 -0.0414 -0.0003 0.1253
H -5.59905 -0.90448 -1.81522 -0.0700 -0.1546 -0.0621
H -6.11665 -2.36760 -0.96182 0.1400 0.0288 -0.0271
H -4.46828 -1.61589 0.91631 0.0730 -0.0579 0.1638
H -3.70318 -2.08596 -0.62604 0.0718 -0.0693 0.0127
H -1.33192 0.31831 -1.80243 0.2794 -0.0010 -0.0135
H -0.06060 -0.21658 -0.66527 -0.0778 -0.0110 -0.0377
H -1.63801 2.39471 -0.52035 0.0683 0.1066 -0.0454
H 0.04544 2.26730 -1.05849 -0.0231 0.0401 -0.0428
H -0.18114 2.98001 1.36090 0.0229 -0.0858 -0.0308
H 1.94277 2.85087 0.26099 -0.1596 -0.0668 0.0575
H 3.47542 0.53509 1.22870 0.0685 0.2534 0.0269
H 3.99036 2.19121 1.61688 0.0227 -0.1155 -0.0086
H 5.36714 1.46766 -0.16995 0.0104 0.1073 0.0359
H 4.26814 2.70161 -0.79828 0.0948 0.0233 0.0374
H 1.86107 0.80737 -1.63926 -0.0272 0.0349 -0.0926
H 2.73189 0.59084 -3.17068 -0.0769 -0.0158 -0.0883
H 2.69487 2.17994 -2.40280 -0.0789 0.0625 -0.0146
H 5.33224 -0.66699 -1.04359 -0.0151 -0.0771 -0.0451
H 4.30004 -1.00736 -2.44301 0.0627 -0.0385 0.0736
H 1.84979 -1.59955 -2.03493 -0.0205 0.0363 -0.1127
H 0.30608 -2.82581 -0.57335 -0.0821 -0.0334 -0.0265
H 0.97346 -3.39665 1.73363 -0.0593 -0.0509 0.0573
H 3.20896 -2.75289 2.55467 0.0178 -0.0165 0.0932
H 4.74381 -1.50262 1.10085 0.0855 0.0487 0.0283
H -0.97081 1.20745 2.98700 -0.0377 0.0114 0.0171
H -2.24382 1.84883 1.92355 0.0880 0.0245 0.0643
H -2.49195 -0.55715 2.03229 0.1113 -0.0699 0.1754
H -0.77229 -0.80197 1.63108 -0.1677 0.0057 -0.0185
```
Positions in Å, forces in eV/Å.

(2)
Here is a structure of composition C3Ag6O9 at a distorted geometry from OMol25. Energies are from ωB97M-V with the def2-TZVPD basis set.

Values from the calculation:
- Net charge: 0
- Max |F|: 4.7 eV Å⁻¹
- HOMO: -0.1996 Eh
- LUMO: -3.8 eV
- Gap between HOMO and LUMO: 1.66 eV
- ΔE to the lowest compared entry with this formula, charge and spin: 1388.9 kJ/mol

The geometry in XYZ format:
```
18
Properties=species:S:1:pos:R:3:forces:R:3
Ag -1.41801 4.29518 -1.26285 0.0424 -0.6156 0.4111
Ag -3.15462 -0.58438 -3.62147 0.2342 -0.5512 1.0213
Ag 3.49520 1.02966 -2.06664 -0.4669 -0.0419 0.6215
Ag -3.68200 2.53614 2.86865 0.3299 -0.2128 -0.3623
Ag 1.67493 1.49381 3.90226 0.0138 -0.0139 -0.5262
Ag -2.78866 -2.26744 2.16416 -0.0217 0.2956 -0.5534
C -0.58242 0.53876 -0.47621 -0.9193 4.2832 -0.4616
O 0.12868 1.11460 0.40736 1.9684 -0.7807 0.6359
O -0.26065 0.54699 -1.71473 1.1561 -1.1964 -0.8613
O -1.81395 0.47354 -0.19179 -2.2629 -1.9786 0.3625
C 6.11909 1.93417 2.05919 2.5669 -1.5664 0.3204
O 6.45233 0.79833 2.61472 -1.0292 2.5593 -0.7872
O 6.84519 2.97643 2.16829 -0.6659 -0.9205 0.5562
O 5.17634 2.01855 1.23925 -1.2988 -0.1297 -0.3267
C -4.07492 -4.24179 -2.07978 3.5714 -2.2690 -1.9885
O -4.65342 -3.19496 -1.81168 -1.5704 3.4904 -0.7322
O -3.45939 -4.54622 -3.19841 -1.9743 0.7977 2.8610
O -4.00380 -4.92137 -1.00037 0.3263 -1.1495 -0.1904
```
Positions in Å, forces in eV/Å.

(3)
Here is a structure of composition C24H25ClN6O4SV at a distorted geometry from OMol25. Energies are from ωB97M-V with the def2-TZVPD basis set.

Values from the calculation:
- Net charge: +2
- Spin multiplicity: 2
- Max |F|: 2.0 eV Å⁻¹
- HOMO (spin up / spin down): -0.5275 / -0.5275 Eh
- LUMO (spin up / spin down): -7.7 / -7.2 eV
- Gap between HOMO and LUMO (spin up / spin down): 6.68 / 7.13 eV
- ΔE to the lowest compared entry with this formula, charge and spin: 139.9 kJ/mol

The geometry in XYZ format:
```
62
Properties=species:S:1:pos:R:3:forces:R:3
V -1.28300 0.20157 0.45316 0.1795 -1.3670 0.1314
O 1.71172 5.21338 2.95005 -0.0013 -0.2715 -0.2944
C 2.60799 4.98640 1.97317 -0.2261 -0.0397 0.3327
O 3.62610 5.60011 1.91575 0.1143 0.0685 -0.1158
C 2.29085 3.92001 0.96554 -0.1479 0.0036 0.0834
C 3.07285 3.64790 -0.13778 0.2039 -0.0538 -0.2443
Cl 4.51650 4.33580 -0.65236 0.0748 0.0598 0.0096
N 2.50096 2.61291 -0.81907 0.0117 -0.2365 -0.1830
N 1.40848 2.17103 -0.21653 0.1582 0.1795 -0.1124
C 1.26443 2.95087 0.85285 -0.1632 -0.1020 0.0177
C 0.10319 2.67329 1.66568 -0.3696 -0.7805 -0.1339
O -0.38003 3.22047 2.60029 0.0734 0.2867 0.2044
O -0.56895 1.47338 1.23672 0.8385 1.7455 0.6460
C 2.94732 1.93898 -2.01999 -0.0627 0.2398 0.3420
C 3.25293 2.66986 -3.15201 -0.0251 0.0494 -0.1490
C 3.65811 1.98790 -4.29198 -0.0110 0.0524 0.0066
C 3.74345 0.60361 -4.28769 -0.0114 -0.0119 0.0237
C 3.42321 -0.11124 -3.13989 0.0005 -0.0196 -0.0189
C 3.02449 0.55677 -1.99288 0.0594 -0.1274 0.0540
H 0.94157 4.62518 2.89693 0.0374 0.1471 0.0583
H 3.17081 3.74862 -3.15721 0.0139 -0.0277 0.0213
H 3.90643 2.54569 -5.18468 -0.0027 -0.0076 0.0073
H 4.06805 0.08150 -5.17733 0.0002 -0.0039 0.0005
H 3.50564 -1.19001 -3.13076 0.0056 0.0000 -0.0008
H 2.79708 0.01779 -1.08018 0.0043 0.0111 -0.0073
C -2.98433 0.05551 -1.71936 0.2575 -0.1254 -0.1388
N -1.53514 -0.22366 -1.47681 -0.2374 -0.0105 -0.5361
C -0.66762 0.65532 -2.32526 -0.1637 -0.1329 0.0806
C -1.16802 -1.67298 -1.65678 0.1225 0.2050 0.0729
C -0.03817 -1.98557 -0.70579 0.0236 0.0941 -0.0718
C 0.81412 -3.06449 -0.90308 0.0300 0.0043 0.0813
C 1.82401 -3.31067 0.01576 0.0171 -0.0158 0.0043
C 1.99821 -2.48802 1.12675 0.0676 -0.0482 0.0010
C 1.15999 -1.40569 1.33409 -0.0859 -0.0032 -0.0609
C 0.14108 -1.16920 0.41745 -0.1944 0.3333 -0.2546
H -3.24652 -0.16752 -2.75409 0.0113 -0.0253 -0.0348
H -3.18940 1.11214 -1.54089 0.0243 0.0353 0.0102
H -3.59813 -0.56636 -1.06693 0.0100 -0.0299 0.0322
H -0.92730 0.49891 -3.37231 0.0056 -0.0218 -0.0362
H 0.37758 0.40773 -2.15268 -0.0200 -0.0209 0.0076
H -0.83175 1.70163 -2.06972 -0.0239 0.0002 0.0303
H -0.88555 -1.84542 -2.69576 -0.0436 -0.0098 -0.0522
H -2.04862 -2.27443 -1.43272 -0.0427 0.0006 0.0391
H 0.69656 -3.70586 -1.76900 -0.0010 0.0150 0.0093
H 2.49105 -4.14857 -0.13848 -0.0003 0.0087 0.0082
H 2.79665 -2.68819 1.82905 -0.0002 -0.0202 -0.0172
H 1.30494 -0.76372 2.19311 -0.0051 0.0299 0.0077
C -3.76864 -4.66706 3.23883 -0.0061 0.0085 -0.0041
C -4.01082 -3.80204 1.99919 0.0462 0.0692 0.0073
C -3.52680 -2.39967 2.16933 -0.0770 -0.1314 0.0800
N -2.73732 -1.78494 1.36880 -0.1294 0.4895 0.1390
N -2.46811 -0.49166 1.80722 -0.4626 -0.3055 0.0207
C -3.06115 -0.14633 2.95190 0.3078 -0.0986 -0.2599
N -2.91099 1.02762 3.53871 0.0541 0.2081 0.1079
S -4.00161 -1.43696 3.56303 -0.1847 -0.2355 0.1192
H -4.08012 -5.68925 3.03512 0.0024 0.0052 0.0025
H -4.34572 -4.31934 4.09801 0.0082 0.0162 -0.0288
H -2.71396 -4.68002 3.51397 -0.0086 -0.0055 -0.0155
H -5.07659 -3.77094 1.76079 -0.0124 -0.0046 0.0005
H -3.49305 -4.20395 1.12848 -0.0049 -0.0261 -0.0011
H -2.24289 1.71030 3.19811 -0.0427 -0.0562 -0.0120
H -3.35605 1.22159 4.42218 0.0038 0.0099 -0.0170
```
Positions in Å, forces in eV/Å.

(4)
Here is a cluster of 2 separate species, C6H13NO in total at a distorted geometry from OMol25. Energies are from ωB97M-V with the def2-TZVPD basis set.

Values from the calculation:
- Net charge: -1
- Spin multiplicity: 2
- Max |F|: 2.1 eV Å⁻¹
- HOMO (spin up / spin down): 0.0411 / -0.1594 Eh
- LUMO (spin up / spin down): 4.0 / 3.8 eV
- Gap between HOMO and LUMO (spin up / spin down): 2.89 / 8.12 eV
- ΔE to the lowest compared entry with this formula, charge and spin: 179.2 kJ/mol

The geometry in XYZ format:
```
21
Properties=species:S:1:pos:R:3:forces:R:3
C -1.62031 -1.28255 0.23900 0.9525 -0.3196 0.4404
C -0.52656 -0.27663 0.02858 0.3046 0.8902 0.4886
C -0.72276 1.04497 0.16916 0.3386 -0.2196 1.5683
N -1.79563 1.69289 0.78289 -1.2042 0.8965 0.1083
C 0.83455 -0.71387 -0.42771 0.1020 0.1806 -2.0768
C 1.83854 -1.42241 0.42284 -0.3228 0.1829 0.6230
C 2.43879 -0.88508 1.48890 -0.0996 -1.1540 -0.3749
H -2.11788 -1.16390 1.20415 -0.1427 0.1865 -0.1426
H -2.35090 -1.24940 -0.56421 -0.3008 -0.0905 -0.1871
H -1.14436 -2.26816 0.27507 -0.3036 -0.1127 -0.1640
H 0.12259 1.71637 0.06763 0.0770 -0.0993 -0.1566
H -2.65137 1.21810 1.00234 -0.0066 -0.7716 -0.4319
H -1.64304 2.30802 1.58440 0.7783 -0.0356 -0.4915
H 1.43712 0.14289 -0.76388 -0.5631 0.3921 -0.0340
H 0.67922 -1.25574 -1.38756 0.2353 -0.2254 0.4488
H 2.16505 -2.38739 0.04732 0.0480 -0.0733 0.2258
H 3.17943 -1.51948 1.95925 0.1961 0.3177 0.3052
H 2.18014 0.06518 1.93053 -0.0695 0.0819 -0.0855
H -0.23672 1.67697 -3.35139 0.3764 0.5174 0.5168
H -0.26095 2.21892 -1.93926 -0.3751 -0.1521 0.6724
O 0.19502 2.34030 -2.76806 -0.0208 -0.3922 -1.2528
```
Positions in Å, forces in eV/Å.

(5)
Here is a cluster of 2 separate species, C4H11NS in total at a distorted geometry from OMol25. Energies are from ωB97M-V with the def2-TZVPD basis set.

Values from the calculation:
- Net charge: 0
- Max |F|: 2.7 eV Å⁻¹
- HOMO: -0.3102 Eh
- LUMO: 0.9 eV
- Gap between HOMO and LUMO: 9.38 eV
- ΔE to the lowest compared entry with this formula, charge and spin: 143.5 kJ/mol

The geometry in XYZ format:
```
17
Properties=species:S:1:pos:R:3:forces:R:3
C 2.69004 -0.38202 -0.33781 0.0952 0.1210 0.3273
N 2.15526 -1.19992 0.44961 -0.6687 -0.4286 -0.1898
C 1.68335 -0.66894 1.70190 0.4317 1.1484 0.5244
H 2.91106 -0.68009 -1.35323 0.2947 -0.0550 -0.1106
H 2.92562 0.63017 0.00325 -0.0123 0.2250 -0.3117
H 1.79761 -1.34558 2.54166 0.0396 -0.2657 -0.0975
H 0.63642 -0.38308 1.62471 -0.2753 -0.3887 -0.1318
H 2.17156 0.29403 1.95782 0.1010 -0.3254 0.0073
C -2.89187 1.10454 -0.11505 0.9238 0.9966 0.0863
S -1.42705 1.40942 -1.15258 -0.1354 -0.4721 -0.4187
C -0.85392 -0.35780 -1.39345 -0.6242 2.3676 1.0460
H -2.56206 0.96823 0.91173 -0.2176 -0.2294 0.0977
H -3.46274 0.27233 -0.47552 -0.3464 -0.3809 -0.1693
H -3.46462 2.03416 -0.16911 -0.1180 -0.2655 0.0391
H -0.06902 -0.25577 -2.12973 0.0133 -0.5585 -0.1677
H -0.48046 -0.55849 -0.39517 0.1642 -0.9285 -0.2889
H -1.75918 -0.88117 -1.66905 0.3345 -0.5603 -0.2419
```
Positions in Å, forces in eV/Å.